# 1
Below is C5H13N as an isolated structure, with properties calculated with ωB97M-V with the def2-TZVPD basis set.

Each line ends with the Löwdin charge.
Positions of all 19 atoms, in Å:
C -1.993897 -0.793916 -0.798870  -0.086
C -1.746292 -0.252627 0.717581  -0.289
C -0.354067 -0.397194 1.134676  -0.170
C 0.658512 0.570034 0.626851  -0.299
N 1.470994 0.302288 -0.572146  -0.061
C 1.790943 -1.066100 -0.652340  -0.066
H -3.057804 -0.689624 -0.992066  0.059
H -1.355541 -0.350864 -1.559882  0.044
H -1.595224 -1.784331 -0.592279  0.054
H -2.408899 -0.880305 1.318344  0.094
H -2.171275 0.756964 0.775629  0.098
H 1.286577 1.141464 1.313510  0.119
H 0.017266 -1.085647 1.884591  0.071
H 2.477113 3.292547 -0.038629  0.008
H -0.044295 1.337428 0.244533  0.095
H 1.936852 3.558109 -0.461091  0.014
H 0.767593 -0.622593 -1.228813  0.167
H 1.612731 -1.823247 0.097623  0.069
H 2.708721 -1.212384 -1.217231  0.079

Forces on atoms 1 to 2 (eV/Å):
C 0.89 0.22 2.36
C -0.94 -0.21 -0.98

Output
maximum force: 4.29 eV Å⁻¹
energy relative to the best compared isomer or geometry (same formula, charge and spin): 196.95 kcal per mole
LUMO energy: -0.91 eV
energy: -6877.6568 eV

=====

# 2
Below is one molecule with the formula C5H13N, with properties calculated with ωB97M-V with the def2-TZVPD basis set.

Each line ends with the Löwdin charge.
Positions of all 19 atoms, in Å:
C 0.027311 1.226828 -2.069196  -0.109
C -0.630142 0.931226 -0.725645  -0.250
C 0.201831 0.012212 0.175106  -0.400
C 0.302642 -1.398008 -0.402629  -0.075
C -0.416321 -0.021230 1.588804  -0.282
N 0.357728 -0.704898 2.607162  -0.008
H 1.023902 1.638986 -1.923508  0.074
H -0.564426 1.952015 -2.623460  0.068
H 0.110928 0.328201 -2.674865  0.062
H -1.609183 0.476097 -0.891874  0.113
H -0.792163 1.876825 -0.202113  0.106
H 1.213283 0.431189 0.257840  0.135
H 0.790793 -1.386275 -1.373442  0.067
H 0.886238 -2.045044 0.250366  0.065
H -0.689712 -1.830469 -0.517629  0.084
H -1.397452 -0.502025 1.542739  0.118
H -0.562246 1.006155 1.936631  0.110
H 0.458666 -1.687797 2.379084  0.054
H 1.288325 -0.303989 2.666631  0.068

Forces on atoms 1 to 2 (eV/Å):
C -0.20 -0.02 0.15
C 0.34 -0.03 0.01

Output
maximum force: 0.47 eV Å⁻¹
SMILES: CC[C@H](C)CN
energy relative to the best compared isomer or geometry (same formula, charge and spin): 2.18 kcal per mole
LUMO energy: 1.17 eV
energy: -6886.1029 eV

=====

# 3
Below is a 2-piece molecular cluster, C5H13N overall, with properties calculated with ωB97M-V with the def2-TZVPD basis set.

Each line ends with the Löwdin charge.
Positions of all 19 atoms, in Å:
C 1.878200 1.540474 1.478002  -0.024
C 0.774336 1.501656 2.212370  -0.255
C 0.710779 1.434372 3.705280  -0.114
H 1.810960 1.660371 0.405186  0.042
H 2.872711 1.301198 1.819292  0.051
H -0.132681 1.671490 1.638235  0.087
H -0.072947 2.124351 4.018430  0.072
H 0.368698 0.435160 3.990650  0.071
H 1.677459 1.505804 4.188814  0.072
C -1.162516 -1.550519 -3.426686  -0.113
C -0.671405 -0.852036 -2.157915  -0.372
N -0.776819 -1.740268 -1.003202  -0.019
H -2.125190 -2.052441 -3.279315  0.069
H -1.194651 -0.832432 -4.240415  0.068
H -0.457995 -2.342862 -3.637525  0.066
H 0.331010 -0.460459 -2.349083  0.098
H -1.258895 0.057637 -2.003681  0.093
H -1.640143 -2.244580 -1.174080  0.052
H -0.930910 -1.156916 -0.184357  0.057

Forces on atoms 1 to 2 (eV/Å):
C -0.04 -0.63 -0.45
C 0.73 0.71 -0.42

Output
maximum force: 1.46 eV Å⁻¹
SMILES: C=CC.CCN
energy relative to the best compared isomer or geometry (same formula, charge and spin): 33.78 kcal per mole
LUMO energy: 1.02 eV
energy: -6884.7323 eV

=====

# 4
Below is a 2-piece molecular cluster, C5H13N overall, with properties calculated with ωB97M-V with the def2-TZVPD basis set.

Each line ends with the Löwdin charge.
Positions of all 19 atoms, in Å:
C -1.462815 -0.890269 -0.773298  -0.088
C -1.040972 -0.841495 0.612963  -0.283
C -0.713270 0.393685 1.349077  -0.069
C -0.022392 -1.561685 -0.771247  -0.299
C 1.274439 -0.793472 -0.478364  -0.117
N 0.727115 2.894105 0.027265  0.026
H -1.494993 0.082167 -1.200849  0.115
H -2.252426 -1.576775 -0.953841  0.105
H -1.075058 -1.803171 1.142057  0.119
H -1.378675 1.261080 1.170097  0.055
H -0.030136 0.298958 2.220439  0.054
H 1.731412 2.975715 0.250540  0.019
H 0.104689 -1.932086 -1.834563  0.133
H 0.190208 -2.485510 -0.241839  0.101
H 1.745625 -0.127686 -1.256111  0.089
H 1.059933 -0.155730 0.384312  0.013
H 1.972970 -1.669653 -0.113784  0.114
H 0.309469 3.828869 0.027570  0.016
H 0.354879 2.102948 0.439583  -0.102

Forces on atoms 1 to 2 (eV/Å):
C 1.90 -0.73 2.49
C -2.59 4.86 5.79

Output
maximum force: 7.99 eV Å⁻¹
energy relative to the best compared isomer or geometry (same formula, charge and spin): 110.13 kcal per mole
LUMO energy: 1.06 eV
energy: -6881.4214 eV

=====

# 5
Below is a 2-piece molecular cluster, C5H13N overall, with properties calculated with ωB97M-V with the def2-TZVPD basis set.

Each line ends with the Löwdin charge.
Positions of all 19 atoms, in Å:
C -2.679699 -1.606809 -0.385350  -0.057
N -0.160624 -0.033461 -0.937308  0.000
C 0.471963 2.385741 0.001505  -0.069
C 1.245017 1.411496 0.761644  -0.215
C 0.699070 -0.285568 0.415775  -0.324
C 1.867698 -1.204861 0.360672  0.089
H -2.937852 -2.582298 -0.023802  0.003
H -3.379869 -0.833807 -0.012613  0.032
H -2.828962 -1.662811 -1.470668  0.020
H -1.648443 -1.364137 -0.342557  -0.058
H 1.010265 2.777309 -0.925375  0.081
H -0.006552 1.048362 -0.884642  0.010
H -0.178416 3.095225 0.508807  0.052
H 1.203408 1.448887 1.931430  0.129
H 2.296997 1.211809 0.518477  0.077
H 0.653017 -0.360909 -1.446118  0.038
H 2.683780 -1.232991 -0.335360  0.054
H -0.153751 -0.316206 1.107440  0.107
H 1.842953 -1.894970 1.158044  0.030

Forces on atoms 1 to 2 (eV/Å):
C -1.40 0.21 -1.24
N 3.91 0.93 2.22

Output
maximum force: 5.58 eV Å⁻¹
energy relative to the best compared isomer or geometry (same formula, charge and spin): 162.57 kcal per mole
LUMO energy: -1.55 eV
energy: -6879.1475 eV

=====

# 6
Below is an isolated ion of composition C5H13N2 and charge +1, with properties calculated with ωB97M-V with the def2-TZVPD basis set.

Each line ends with the Löwdin charge.
Positions of all 20 atoms, in Å:
C 0.199669 1.018369 2.774523  0.033
C 0.212390 1.286675 1.481284  -0.212
C 1.123468 0.712125 0.428309  -0.141
C 0.488555 -0.411971 -0.422325  -0.350
N 0.851256 -0.409905 -1.835795  0.037
C -1.038285 -0.537629 -0.242665  -0.097
N -1.591700 -1.226866 -1.463794  0.169
H 0.870247 0.296993 3.235537  0.074
H -0.492714 1.546057 3.419340  0.068
H -0.498510 2.032198 1.142545  0.102
H 1.440847 1.514526 -0.224160  0.114
H 2.018709 0.346702 0.905888  0.117
H 0.910683 -1.344595 -0.035786  0.150
H 1.641359 -1.010120 -2.006566  0.103
H 0.988377 0.478870 -2.292433  0.104
H -1.313168 -1.070380 0.655965  0.135
H -1.546991 0.422713 -0.184700  0.124
H -0.765628 -1.240640 -2.123873  0.134
H -1.877112 -2.187244 -1.288575  0.167
H -2.355241 -0.703324 -1.891846  0.169

Forces on atoms 1 to 2 (eV/Å):
C 0.14 -0.20 0.19
C -0.17 0.26 -0.18

Output
maximum force: 0.89 eV Å⁻¹
SMILES: C=CC[C@H](N)C[NH3+]
energy relative to the best compared isomer or geometry (same formula, charge and spin): 40.55 kcal per mole
LUMO energy: -3.33 eV
energy: -8369.0518 eV
total charge: +1

=====

# 7
Below is a 2-piece molecular cluster, C5H13N2 overall, with properties calculated with ωB97M-V with the def2-TZVPD basis set.

Each line ends with the Löwdin charge.
Positions of all 20 atoms, in Å:
C -0.838236 -3.096000 -0.737516  0.020
C 0.874198 -1.475263 -1.405490  0.175
N 0.498181 -2.662661 -1.177716  0.017
H -0.694252 -3.880027 -0.001903  0.112
H -1.373468 -3.475096 -1.604238  0.116
H -1.369130 -2.257140 -0.299407  0.089
H 0.234246 -0.621639 -1.215378  0.097
H 1.864252 -1.328329 -1.824664  0.135
H 1.173033 -3.410989 -1.318545  0.181
N -0.795515 0.350389 0.904346  -0.007
C 0.361286 1.243081 0.863951  -0.306
C 0.077250 3.694366 1.219850  0.027
C -0.045183 2.622353 0.457003  -0.195
H -0.583892 -0.627883 1.045269  0.043
H -1.388618 0.456475 0.089233  0.064
H 1.144894 0.915029 0.155108  0.088
H 0.817909 1.282595 1.851283  0.114
H -0.217149 4.687596 0.913357  0.064
H 0.544814 3.609338 2.194874  0.067
H -0.570316 2.734100 -0.490955  0.099

Forces on atoms 1 to 2 (eV/Å):
C 0.21 0.08 0.13
C 0.41 0.18 -0.36

Output
maximum force: 0.76 eV Å⁻¹
energy relative to the best compared isomer or geometry (same formula, charge and spin): 77.58 kcal per mole
LUMO energy: -5.31 eV
energy: -8367.4460 eV
total charge: +1

=====

# 8
Below is a 2-piece molecular cluster, C5H13N2 overall, with properties calculated with ωB97M-V with the def2-TZVPD basis set.

Each line ends with the Löwdin charge.
Positions of all 20 atoms, in Å:
C 2.563056 -0.180556 0.070835  -0.069
C 1.796422 0.760649 0.589610  -0.128
C -1.847665 1.550417 -0.893016  0.196
C -0.714368 -1.002485 1.237054  -0.049
C -0.421272 -1.084567 -1.164272  -0.010
N -1.182072 0.925827 0.041090  0.030
N -0.427272 -0.233866 0.033952  -0.286
H 2.795263 0.124699 -1.006769  0.096
H 2.798481 -1.104522 0.541807  0.056
H 1.721934 1.738008 0.099668  0.070
H -2.162005 1.243344 -1.836039  0.090
H -1.994721 2.625878 -0.521752  0.148
H 1.372032 0.611387 1.635853  0.077
H -0.213763 -1.984330 1.212442  0.116
H -0.490343 -0.422833 2.132964  0.086
H -1.831264 -1.207879 1.311300  0.122
H -0.426172 -0.387974 -1.973526  0.081
H 0.542392 -1.472713 -1.031813  0.064
H -1.250810 -1.863608 -1.273968  0.139
H -0.627855 1.365119 0.794575  0.172

Forces on atoms 1 to 2 (eV/Å):
C -0.28 1.92 -2.60
C 0.34 0.05 2.32

Output
maximum force: 5.44 eV Å⁻¹
energy relative to the best compared isomer or geometry (same formula, charge and spin): 134.19 kcal per mole
LUMO energy (alpha / beta): -5.01 / -5.01 eV
energy: -8364.9912 eV
total charge: +1